The following is a quantum chemistry calculation of 2 unconnected molecules or ions with the total composition C20H29N3O9P, from the OMol25 dataset.

Bonds (Å) are listed after each position.
Cartesian coordinates (Å):
1 O -3.09431 1.10048 -0.89378  C2 1.199
2 C -2.28778 0.21509 -0.94284  O1 1.199, C3 1.525, H28 1.105
3 C -1.18633 0.18180 -1.99699  C2 1.525, C4 1.526, H29 1.092, H30 1.088
4 C 0.08606 -0.46803 -1.46218  C3 1.526, C5 1.542, N23 1.528, H31 1.091
5 C 1.11615 0.56986 -0.97217  C4 1.542, O6 1.406, C9 1.523, H32 1.102
6 O 0.41286 1.44082 -0.12157  C5 1.406, N7 1.504
7 N 0.63549 2.89979 -0.41326  O6 1.504, O8 1.145
8 O 0.24660 3.18658 -1.45134  N7 1.145
9 C 2.26975 -0.15724 -0.29432  C5 1.523, C10 1.533, C21 1.527, H33 1.097
10 C 3.23192 0.68637 0.55046  C9 1.533, C11 1.535, H34 1.086, H35 1.093
11 C 3.71409 2.01672 -0.04424  C10 1.535, C12 1.530, H36 1.092, H37 1.091
12 C 3.74117 3.22940 0.88747  C11 1.530, O13 1.201, N14 1.426
13 O 4.31894 4.22194 0.53551  C12 1.201
14 N 3.09828 3.10614 2.15454  C12 1.426, C15 1.442, H38 1.014
15 C 1.81658 3.75776 2.26920  N14 1.442, C16 1.389, C20 1.391
16 C 0.79903 3.07689 2.92458  C15 1.389, C17 1.389, H39 1.082
17 C -0.46815 3.63593 3.02552  C16 1.389, C18 1.390, H40 1.082
18 C -0.72731 4.87933 2.46176  C17 1.390, C19 1.390, H41 1.082
19 C 0.29850 5.56925 1.82608  C18 1.390, C20 1.389, H42 1.082
20 C 1.56855 5.01546 1.73008  C15 1.391, C19 1.389, H43 1.081
21 C 2.96047 -0.96594 -1.38997  C9 1.527, C22 1.517, H44 1.096, H45 1.089
22 C 2.03479 -2.03359 -1.94305  C21 1.517, N23 1.519, H46 1.088, H47 1.088
23 N 0.73267 -1.43745 -2.45022  C4 1.528, C22 1.519, P24 1.823, H48 1.022
24 P -0.35752 -2.82920 -2.89405  N23 1.823, O25 1.451, O26 1.560, O27 1.580
25 O 0.39948 -4.06390 -2.98966  P24 1.451
26 O -1.40281 -2.70063 -1.74300  P24 1.560, H49 0.980
27 O -1.05286 -2.38561 -4.24165  P24 1.580, H50 0.963
28 H -2.32377 -0.63206 -0.23435  C2 1.105
29 H -1.62072 -0.35934 -2.84020  C3 1.092
30 H -1.02477 1.21101 -2.31203  C3 1.088
31 H -0.18290 -1.06652 -0.59084  C4 1.091
32 H 1.49660 1.08559 -1.86893  C5 1.102
33 H 1.81045 -0.88351 0.38773  C9 1.097
34 H 2.80461 0.84654 1.53611  C10 1.086
35 H 4.11139 0.05543 0.69953  C10 1.093
36 H 3.17277 2.30728 -0.94706  C11 1.092
37 H 4.75707 1.92465 -0.35123  C11 1.091
38 H 3.73319 3.39603 2.88973  N14 1.014
39 H 1.00161 2.10262 3.34954  C16 1.082
40 H -1.25607 3.10159 3.53912  C17 1.082
41 H -1.71872 5.30909 2.51932  C18 1.082
42 H 0.10375 6.54396 1.39922  C19 1.082
43 H 2.35476 5.56493 1.23085  C20 1.081
44 H 3.28484 -0.30420 -2.20069  C21 1.096
45 H 3.83687 -1.46342 -0.97789  C21 1.089
46 H 1.81038 -2.78869 -1.19268  C22 1.088
47 H 2.48519 -2.55267 -2.78601  C22 1.088
48 H 0.94378 -0.91693 -3.30428  N23 1.022
49 H -1.70722 -3.56334 -1.39065  O26 0.980
50 H -0.90096 -1.49332 -4.57149  O27 0.963
51 O -1.68505 -4.35161 0.47522  C52 1.206
52 C -2.81153 -4.14417 0.85146  O51 1.206, O53 1.347, C56 1.511
53 O -3.43770 -2.98177 0.58582  C52 1.347, C54 1.450
54 C -4.73397 -2.95115 1.23383  O53 1.450, C55 1.524, H57 1.090, H58 1.086
55 C -5.08928 -4.41516 1.46221  C54 1.524, C56 1.530, H59 1.087, H60 1.090
56 C -3.71031 -5.04646 1.66436  C52 1.511, C55 1.530, H61 1.091, H62 1.086
57 H -4.63001 -2.39451 2.16576  C54 1.090
58 H -5.42924 -2.42685 0.58479  C54 1.086
59 H -5.77366 -4.55988 2.29373  C55 1.087
60 H -5.55464 -4.82702 0.56635  C55 1.090
61 H -3.38129 -5.00403 2.70414  C56 1.091
62 H -3.63975 -6.07011 1.30857  C56 1.086

Calculated values
total charge = +1
highest occupied orbital energy = -11.144 eV
total energy = -53390.3699 eV
frontier orbital gap = 7.821 eV